One molecule with the formula C6H7BrN2 at a distorted geometry. Source: the OMol25 dataset; level of theory: wB97M-V/def2-TZVPD.

For the highest occupied orbital energy, the calculation gives -9.189 eV. The LUMO energy is 0.1603 eV. As for the largest force on an atom: 0.1155 hartree/bohr. The value obtained for the energy relative to the best compared isomer or geometry (same formula, charge and spin) is 200.4 kJ/mol. The net charge is 0. Its spin multiplicity is 1.

Atoms and positions in Å:
Br1 -0.115 -0.112 -2.913
N1 -0.456 0.791 -1.344
N2 -0.616 2.114 -1.563
C1 -0.802 2.683 -0.382
C2 -0.698 1.601 0.616
C3 -0.512 0.439 -0.023
C4 -0.202 -1.119 0.338
C5 0.844 -1.496 1.355
C6 1.092 -1.686 -0.130
H1 -1.105 3.645 -0.229
H2 -1.030 1.792 1.676
H3 -1.047 -1.749 0.051
H4 0.717 -2.468 2.047
H5 1.310 -0.714 1.927
H6 1.739 -1.097 -0.731
H7 0.882 -2.625 -0.697